Computed, not measured: a molecular structure, C5H9NO2 in a non-equilibrium geometry, with ωB97M-V with the def2-TZVPD basis set.

Results
Energy above the lowest of the compared OMol25 structures with the same formula, charge and spin: 5.0343 eV
Molar mass: 115.13 g mol⁻¹
Orbital gap (alpha / beta): 8.511 / 8.512 eV
E_tot: -400.99175 hartree
LUMO energy (alpha / beta): 0.0220 / 0.0220 hartree
Spin multiplicity: 1

Positions of all 17 atoms, in Å:
C -0.019 -2.059 -0.497
C -0.973 1.895 0.281
C 1.403 0.522 -0.434
C -0.463 -0.690 -0.227
C -0.506 0.539 -0.004
N 2.142 0.222 0.654
O -2.281 -0.739 0.436
O 1.806 1.008 -1.457
H -2.872 -0.441 -0.271
H 1.719 -0.190 1.469
H 3.128 0.451 0.669
H 0.384 -2.523 0.406
H 0.739 -2.081 -1.283
H -0.890 -2.635 -0.810
H -0.348 2.648 -0.204
H -0.976 2.079 1.358
H -1.995 1.994 -0.085

---

Computed, not measured: 2 unconnected molecules or ions with the total composition C6H14N2O3S in a non-equilibrium geometry, with ωB97M-V with the def2-TZVPD basis set.

Results
Energy above the lowest of the compared OMol25 structures with the same formula, charge and spin: 2.8360 eV
Molar mass: 194.26 g mol⁻¹
Orbital gap: 8.928 eV
E_tot: -970.30980 hartree
LUMO energy: 0.0158 hartree
Spin multiplicity: 1
SMILES: C[C@H](N)C(=O)O.COCC(N)=S

Positions of all 26 atoms, in Å:
C -3.848 3.359 0.104
C -3.261 1.115 0.850
C -2.204 -0.042 0.961
C 3.099 -1.872 -0.686
C 2.465 -1.021 0.394
C 3.853 -1.090 -1.728
H -3.942 3.666 1.252
H -4.819 3.224 -0.539
H -3.100 4.259 -0.156
H -3.481 1.448 1.957
H -4.167 0.460 0.551
H -0.955 1.331 0.224
H -0.032 -0.129 0.947
H 1.892 -3.334 -0.596
H 1.357 -2.169 -1.788
H 3.650 -2.614 -0.058
H 4.512 -1.954 -2.055
H 3.305 -0.722 -2.540
H 4.556 -0.189 -1.494
H 1.204 -0.751 1.539
N -0.908 0.439 0.643
N 2.161 -2.729 -1.366
O -2.809 2.250 0.006
O 2.786 -0.008 1.092
O 1.289 -1.445 0.774
S -2.603 -1.483 1.713

---

Computed, not measured: a single C4H7N5 molecule in a non-equilibrium geometry, with ωB97M-V with the def2-TZVPD basis set.

Results
Energy above the lowest of the compared OMol25 structures with the same formula, charge and spin: 5.0354 eV
Molar mass: 125.13 g mol⁻¹
Orbital gap: 10.747 eV
E_tot: -430.27733 hartree
LUMO energy: 0.0157 hartree
Spin multiplicity: 1
SMILES: NC1(c2nnn[nH]2)CC1

Positions of all 16 atoms, in Å:
C 0.352 -0.492 -1.754
C -1.125 0.562 0.153
C 0.037 1.584 0.113
C 0.280 0.098 -0.133
N 1.226 -1.496 -2.053
N -0.307 -0.211 -2.801
N 1.010 -1.758 -3.401
N 0.146 -0.946 -3.769
N 1.070 -0.600 0.801
H -1.588 0.330 1.085
H -1.865 0.487 -0.791
H 0.101 2.345 -0.664
H 0.440 1.937 1.019
H 1.849 -1.996 -1.305
H 1.915 -0.716 0.417
H 0.788 -1.560 0.974

---

Computed, not measured: a molecular structure, C5H8O in a non-equilibrium geometry, with ωB97M-V with the def2-TZVPD basis set.

Results
Energy above the lowest of the compared OMol25 structures with the same formula, charge and spin: 4.9102 eV
Molar mass: 84.12 g mol⁻¹
Orbital gap: 9.553 eV
E_tot: -270.37745 hartree
LUMO energy: 0.0390 hartree
Spin multiplicity: 1

Positions of all 14 atoms, in Å:
C 0.172 -0.826 1.539
C -0.263 -0.646 0.109
C -1.094 1.077 -0.505
C 0.124 1.068 -1.355
O 1.310 1.059 -0.536
C 0.732 -0.175 -0.906
H 0.670 0.083 1.878
H 0.891 -1.656 1.611
H -0.657 -1.057 2.219
H -0.811 -1.539 -0.268
H -1.079 1.815 0.294
H -1.581 0.113 -0.252
H 0.241 1.528 -2.335
H 1.346 -0.845 -1.494

---

Computed, not measured: a molecular structure, C38H29IN2PPdS3Te, with ωB97M-V with the def2-TZVPD basis set.

Results
Energy above the lowest of the compared OMol25 structures with the same formula, charge and spin: 0.4183 eV
Molar mass: 1001.76 g mol⁻¹
Orbital gap: 5.863 eV
E_tot: -3804.32428 hartree
LUMO energy: -0.1438 hartree
Spin multiplicity: 1
Charge: +1

Positions of all 76 atoms, in Å:
Pd -0.452 0.998 1.205
I -3.025 0.841 1.935
C -2.620 -0.818 3.166
C -3.089 -0.659 4.442
C -3.094 -1.736 5.345
C -2.686 -2.959 4.913
C -2.196 -3.145 3.599
C -1.841 -4.454 3.190
C -1.374 -4.695 1.937
C -1.147 -3.608 1.076
C -1.450 -2.311 1.425
P -0.824 -1.046 0.282
C -2.084 -0.733 -0.983
C -3.127 -1.624 -1.207
C -4.092 -1.333 -2.161
C -4.016 -0.159 -2.893
C -2.971 0.731 -2.678
C -2.010 0.448 -1.723
C 0.556 -1.802 -0.607
C 0.671 -1.624 -1.986
C 1.794 -2.088 -2.656
C 2.793 -2.751 -1.961
C 2.663 -2.963 -0.594
C 1.561 -2.479 0.087
C -2.080 -2.050 2.692
H -3.488 0.295 4.757
H -3.459 -1.589 6.352
H -2.731 -3.819 5.568
H -1.963 -5.261 3.901
H -1.129 -5.697 1.613
H -0.680 -3.802 0.120
H -3.195 -2.540 -0.633
H -4.904 -2.028 -2.332
H -4.771 0.064 -3.636
H -2.908 1.646 -3.250
H -1.192 1.144 -1.558
H -0.103 -1.113 -2.542
H 1.888 -1.925 -3.721
H 3.673 -3.106 -2.483
H 3.431 -3.499 -0.052
H 1.483 -2.630 1.155
C -1.814 4.239 2.358
Te 0.114 3.573 1.734
C -0.556 4.151 -0.213
C -2.063 4.128 -0.128
C -2.846 4.107 -1.278
C -4.228 4.079 -1.183
C -4.840 4.077 0.064
C -4.066 4.117 1.214
C -2.676 4.145 1.124
H -1.737 5.256 2.742
H -2.163 3.592 3.161
H -0.170 3.435 -0.938
H -0.154 5.135 -0.455
H -2.367 4.112 -2.251
H -4.830 4.059 -2.082
H -5.918 4.053 0.140
H -4.541 4.135 2.188
S 3.464 1.623 -3.574
C 3.344 1.246 -1.978
S 1.874 1.491 -1.058
C 2.594 0.707 0.315
N 3.810 0.343 0.137
N 4.243 0.690 -1.125
C 5.586 0.323 -1.459
C 6.381 1.186 -2.196
C 7.681 0.812 -2.499
C 8.183 -0.405 -2.062
C 7.383 -1.251 -1.308
C 6.080 -0.890 -1.004
S 1.703 0.407 1.776
H 5.989 2.134 -2.532
H 8.305 1.481 -3.076
H 9.199 -0.690 -2.301
H 7.773 -2.195 -0.952
H 5.454 -1.527 -0.397

---

Computed, not measured: 10 unconnected molecules or ions with the total composition C34H76I2N9O12PS in a non-equilibrium geometry, with ωB97M-V with the def2-TZVPD basis set.

Results
Energy above the lowest of the compared OMol25 structures with the same formula, charge and spin: 2.6276 eV
Molar mass: 1119.88 g mol⁻¹
Orbital gap: 7.537 eV
E_tot: -4071.72135 hartree
LUMO energy: 0.0005 hartree
Spin multiplicity: 1

Positions of all 135 atoms, in Å:
C -1.899 1.858 -1.458
O -1.102 2.472 -2.497
C -1.842 3.516 -3.192
C -1.661 3.241 -4.774
O -1.746 4.216 -5.528
O -1.374 1.908 -5.155
C -2.008 1.540 -6.390
P -0.570 1.207 -7.624
S 0.510 2.825 -7.835
C -2.866 0.171 -6.241
I -4.460 0.439 -4.731
C -1.950 -1.121 -5.919
C -1.612 -2.018 -7.202
I -3.132 -2.424 -4.569
H -1.212 1.500 -0.607
H -2.439 0.943 -1.902
H -2.648 2.569 -0.963
H -2.930 3.590 -2.883
H -1.255 4.482 -3.000
H -2.734 2.306 -6.805
H -1.052 0.661 -8.866
H 0.324 0.203 -7.084
H -3.409 -0.054 -7.229
H -1.024 -0.843 -5.308
H -2.556 -2.125 -7.830
H -1.254 -3.049 -6.851
H -0.759 -1.603 -7.838
C -0.187 7.966 -1.495
C -1.527 7.472 -1.966
O -1.635 6.496 -2.697
N -2.640 8.141 -1.557
C -2.724 9.305 -0.701
H 0.595 7.328 -1.904
H -0.018 8.987 -1.842
H -0.132 7.921 -0.405
H -3.498 7.747 -1.916
H -3.331 9.048 0.170
H -3.219 10.105 -1.255
H -1.745 9.644 -0.372
C 2.436 -3.322 -5.597
C 2.383 -2.157 -6.543
O 1.523 -1.284 -6.457
N 3.325 -2.084 -7.519
C 4.412 -3.003 -7.785
H 1.621 -3.240 -4.877
H 2.319 -4.259 -6.148
H 3.379 -3.319 -5.050
H 3.225 -1.274 -8.114
H 5.353 -2.452 -7.715
H 4.298 -3.383 -8.803
H 4.426 -3.836 -7.087
C 3.086 -8.591 -6.601
C 2.513 -7.290 -7.097
O 2.786 -6.217 -6.573
N 1.669 -7.328 -8.162
C 1.225 -8.482 -8.916
H 3.738 -8.395 -5.750
H 2.283 -9.256 -6.276
H 3.677 -9.066 -7.387
H 1.327 -6.418 -8.435
H 1.518 -8.345 -9.959
H 0.136 -8.533 -8.857
H 1.652 -9.409 -8.539
C -2.643 2.108 2.575
C -1.981 0.890 1.991
O -1.058 0.972 1.189
N -2.435 -0.330 2.379
C -3.504 -0.635 3.307
H -2.171 3.003 2.170
H -3.702 2.125 2.308
H -2.525 2.116 3.661
H -1.942 -1.097 1.945
H -3.090 -1.232 4.121
H -4.258 -1.226 2.779
H -3.965 0.261 3.714
C 1.874 -3.203 -1.030
C 2.640 -4.097 -1.968
O 3.440 -3.653 -2.779
N 2.421 -5.438 -1.897
C 1.524 -6.157 -1.016
H 2.157 -2.166 -1.209
H 0.801 -3.303 -1.206
H 2.112 -3.453 0.006
H 2.971 -5.969 -2.558
H 2.114 -6.863 -0.427
H 0.813 -6.714 -1.630
H 0.983 -5.491 -0.349
C -1.508 2.260 7.434
C -2.848 1.758 6.972
O -2.961 0.774 6.248
N -3.958 2.428 7.381
C -4.037 3.600 8.229
H -0.724 1.622 7.026
H -1.345 3.280 7.077
H -1.450 2.225 8.523
H -4.818 2.032 7.031
H -4.639 3.350 9.105
H -4.536 4.395 7.670
H -3.056 3.943 8.549
C 0.052 0.274 12.290
C -0.046 0.705 10.852
O -1.118 0.989 10.329
N 1.100 0.777 10.125
C 2.454 0.488 10.551
H -0.943 0.268 12.733
H 0.465 -0.736 12.352
H 0.676 0.974 12.850
H 0.952 1.074 9.171
H 3.058 1.387 10.412
H 2.851 -0.309 9.917
H 2.500 0.178 11.592
C 0.101 -2.076 9.487
C 0.150 -3.449 10.099
O 1.016 -3.771 10.903
N -0.805 -4.346 9.734
C -1.903 -4.162 8.808
H 0.923 -1.481 9.874
H 0.205 -2.143 8.402
H -0.836 -1.581 9.749
H -0.705 -5.243 10.187
H -2.838 -4.341 9.344
H -1.805 -4.899 8.008
H -1.917 -3.162 8.380
C 4.507 6.110 -2.136
C 3.316 5.547 -1.408
O 2.557 6.256 -0.757
N 3.092 4.209 -1.487
C 3.862 3.209 -2.197
H 4.550 7.188 -1.977
H 5.428 5.667 -1.750
H 4.416 5.922 -3.207
H 2.275 3.909 -0.973
H 3.206 2.721 -2.921
H 4.209 2.467 -1.475
H 4.716 3.639 -2.714

---

Number 5 is which compound? C38H29IN2PPdS3Te